Record 1
An isolated molecule of C4H8FN, computed with wB97M-V/def2-TZVPD.

Last columns: bonded neighbours and bond lengths (Å).
Cartesian coordinates (Å):
1 C 1.50 0.41 -0.30  C2 1.458, H5 1.173, H6 1.054, F14 1.343
2 C 0.33 -0.05 0.43  C1 1.458, C3 1.486, C4 1.616, H7 1.128
3 C -0.43 -1.25 -0.02  C2 1.486, H8 1.118, H9 1.199, N13 1.516
4 C -0.92 0.91 0.08  C2 1.616, H11 1.199, H12 1.220, N13 1.512
5 H 1.12 0.66 -1.38  C1 1.173
6 H 1.84 1.34 0.05  C1 1.054
7 H 0.61 -0.11 1.52  C2 1.128
8 H 0.10 -1.68 -0.91  C3 1.118
9 H -0.62 -1.99 0.89  C3 1.199
10 H -2.52 -0.68 -0.06  N13 1.124
11 H -0.66 1.71 -0.78  C4 1.199
12 H -1.32 1.49 1.08  C4 1.220
13 N -1.54 -0.34 -0.50  C3 1.516, C4 1.512, H10 1.124
14 F 2.53 -0.43 -0.09  C1 1.343

## Properties
calculated total energy: -8482.5225 eV
Kohn-Sham gap: 10.1 eV
F_max: 3.98 eV Å⁻¹
relative energy (zero: lowest compared OMol25 entry of this formula, charge and spin): 242.7 kJ/mol
SMILES string: FCC1CNC1

Atomic partial charges in e from the Mulliken method, atoms 1 to 5: atom 1 (C): -0.776, atom 2 (C): 0.332, atom 3 (C): -0.470, atom 4 (C): -0.567, atom 5 (H): 0.286

***

Record 2
A cluster of 2 separate species, C2H7N2O2 in total, computed with wB97M-V/def2-TZVPD.

Last columns: bonded neighbours and bond lengths (Å).
Cartesian coordinates (Å):
1 C -1.80 -0.31 0.22  C2 1.583, H7 1.099, H8 1.174, H9 1.132
2 C -0.57 0.54 -0.30  C1 1.583, N4 1.328, H10 1.061, H11 1.171
3 N 1.37 -0.96 -0.06  N4 1.260, O5 1.210, H12 1.119
4 N 0.68 0.07 -0.26  C2 1.328, N3 1.260
5 O 2.57 -1.11 0.05  N3 1.210
6 O 1.94 1.77 0.13  H13 0.984
7 H -1.78 -1.32 -0.22  C1 1.099
8 H -1.81 -0.43 1.39  C1 1.174
9 H -2.74 0.19 -0.18  C1 1.132
10 H -0.58 1.27 0.47  C2 1.061
11 H -0.83 1.11 -1.28  C2 1.171
12 H 0.89 -1.95 -0.23  N3 1.119
13 H 2.67 1.14 0.27  O6 0.984

## Properties
calculated total energy: -9246.4512 eV
Kohn-Sham gap (alpha / beta): 7.6 / 7.6 eV
F_max: 6.71 eV Å⁻¹
relative energy (zero: lowest compared OMol25 entry of this formula, charge and spin): 995.8 kJ/mol
charge: +1

Atomic partial charges in e from the Mulliken method, atoms 1 to 5: atom 1 (C): -1.023, atom 2 (C): -0.042, atom 3 (N): 0.688, atom 4 (N): -0.198, atom 5 (O): -0.456

***

Record 3
A cluster of 2 separate species, C4H8N3OS in total, computed with wB97M-V/def2-TZVPD.

Last columns: bonded neighbours and bond lengths (Å).
Cartesian coordinates (Å):
1 C -0.86 0.64 -1.73  C2 1.380, C3 1.427, H10 1.059
2 C 0.24 0.40 -2.54  C1 1.380, N5 1.330, H11 1.084
3 C -0.67 0.26 -0.37  C1 1.427, N6 1.350, N7 1.342
4 C 1.53 -0.68 -0.85  N5 1.356, N6 1.410, S9 1.605
5 N 1.37 -0.12 -2.07  C2 1.330, C4 1.356, H12 0.977
6 N 0.50 -0.29 0.02  C3 1.350, C4 1.410, H13 1.081
7 N -1.60 0.33 0.60  C3 1.342, H14 1.069, H15 1.026
8 O 0.41 -1.42 2.40  H16 0.969, H17 0.935
9 S 2.84 -1.54 -0.49  C4 1.605
10 H -1.69 1.07 -2.23  C1 1.059
11 H 0.38 0.56 -3.60  C2 1.084
12 H 1.97 -0.47 -2.75  N5 0.977
13 H 0.53 -0.77 0.99  N6 1.081
14 H -2.37 1.06 0.71  N7 1.069
15 H -1.21 0.20 1.54  N7 1.026
16 H 0.12 -1.52 3.31  O8 0.969
17 H 1.21 -1.91 2.40  O8 0.935

## Properties
calculated total energy: -21624.7581 eV
Kohn-Sham gap: 8.7 eV
F_max: 2.66 eV Å⁻¹
relative energy (zero: lowest compared OMol25 entry of this formula, charge and spin): 0.0 kJ/mol
charge: +1

Atomic partial charges in e from the Mulliken method, atoms 1 to 5: atom 1 (C): -0.923, atom 2 (C): -0.039, atom 3 (C): 0.781, atom 4 (C): 0.187, atom 5 (N): -0.116